13
Properties=species:S:1:pos:R:3:forces:R:3 method="wB97M-V/def2-TZVPD" smiles=C[C@@H](O)CC#N energy_ha=-286.59887 largest_force_ev_per_a=1.1 homo_ha=-0.4045 relative_energy_kcal_mol=20.6 lumo_ha=0.02544
C 1.04322 0.26646 -0.82925 0.05 0.01 -0.02
C -0.36100 -0.19077 -0.45892 0.08 0.33 0.13
O -0.62544 -1.51233 -0.89169 0.00 -0.07 -0.27
C -0.56322 -0.24888 1.05887 -0.02 -0.07 0.03
C -0.42414 1.06432 1.69122 0.10 0.90 0.41
N -0.30638 2.11132 2.16885 -0.12 -1.03 -0.48
H 1.17111 0.29612 -1.91735 -0.05 -0.02 0.14
H 1.24196 1.27173 -0.44325 -0.04 -0.14 -0.05
H 1.78453 -0.42516 -0.41436 -0.10 0.09 -0.05
H -1.09844 0.50961 -0.88220 0.09 -0.13 0.06
H -0.47865 -1.55226 -1.84453 -0.03 -0.06 0.13
H 0.17352 -0.93725 1.48775 -0.09 0.10 -0.03
H -1.55707 -0.65291 1.27486 0.12 0.08 -0.01